Record 1
Density functional theory data (ωB97M-V with the def2-TZVPD basis set) for a molecular structure, C19H23CrN5O3S.

Computed properties:
- 2S+1 = 2
- E_tot (eV) = -72920.8760
- energy relative to the best compared isomer or geometry (same formula, charge and spin) (kJ/mol) = 47.58
- HOMO (alpha / beta) (eV) = -10.4 / -10.4
- largest force on an atom (eV Å⁻¹) = 0.69
- net charge = +1

Cartesian coordinates (Å):
Cr -0.33 -0.19 1.90
C 0.25 -0.19 4.05
C 0.46 -1.46 3.45
C -0.80 -1.97 3.03
C -1.77 -0.99 3.33
C -1.12 0.10 3.97
H 1.01 0.46 4.45
H 1.42 -1.95 3.32
H -0.94 -2.91 2.52
H -2.82 -1.05 3.08
H -1.59 1.01 4.30
N 1.48 -3.02 -5.78
C 1.36 -2.96 -4.41
C 0.10 -2.83 -3.81
C -0.01 -2.73 -2.44
C 1.13 -2.75 -1.65
C 2.39 -2.87 -2.23
C 2.50 -2.98 -3.59
S 0.97 -2.67 0.08
O 2.23 -2.96 0.70
O -0.21 -3.39 0.47
N 0.61 -1.07 0.45
C 1.51 -0.07 0.20
N 2.47 -0.07 -0.71
C 3.18 1.04 -0.80
C 2.95 2.17 -0.01
C 1.95 2.06 0.94
N 1.24 0.95 1.06
H 0.66 -3.29 -6.30
H 2.34 -3.38 -6.15
H -0.79 -2.83 -4.43
H -0.99 -2.67 -1.97
H 3.26 -2.88 -1.59
H 3.48 -3.08 -4.05
H 3.97 1.04 -1.54
H 3.53 3.07 -0.10
H 1.73 2.87 1.63
C -3.08 4.20 0.17
N -2.69 2.79 0.21
C -3.23 1.85 -0.78
C -1.86 2.32 1.13
C -1.28 3.24 2.15
O -1.60 1.09 1.13
H -3.91 4.30 -0.51
H -2.26 4.82 -0.18
H -3.40 4.54 1.15
H -3.82 2.41 -1.50
H -3.85 1.10 -0.30
H -2.42 1.35 -1.30
H -0.89 4.15 1.69
H -0.49 2.72 2.69
H -2.05 3.54 2.86

=====

Record 2
Density functional theory data (ωB97M-V with the def2-TZVPD basis set) for 2 unconnected molecules or ions with the total composition C4H3I.

Computed properties:
- 2S+1 = 1
- E_tot (eV) = -12292.9903
- energy relative to the best compared isomer or geometry (same formula, charge and spin) (kJ/mol) = 145.54
- HOMO (eV) = -9.7
- SMILES string = C#CC#C.I
- largest force on an atom (eV Å⁻¹) = 3.27
- net charge = 0

Cartesian coordinates (Å):
C -1.83 -0.22 -0.77
C -0.70 -0.62 -0.78
C 0.56 -1.16 -0.80
C 1.73 -1.52 -0.85
H -2.84 -0.03 -0.71
H 2.77 -1.69 -0.94
I -0.62 2.64 2.38
H 0.93 2.60 2.46

=====

Record 3
Density functional theory data (ωB97M-V with the def2-TZVPD basis set) for a molecular structure, C20H29BrGeNSr.

Computed properties:
- 2S+1 = 1
- E_tot (eV) = -150090.7207
- energy relative to the best compared isomer or geometry (same formula, charge and spin) (kJ/mol) = 0.00
- HOMO (eV) = -11.7
- largest force on an atom (eV Å⁻¹) = 0.53
- net charge = +1

Cartesian coordinates (Å):
Sr 2.96 -0.78 0.17
N 1.42 -0.51 2.34
C 2.02 0.66 2.89
C 2.81 0.51 4.03
C 3.42 1.59 4.62
C 3.24 2.85 4.07
C 2.50 2.99 2.91
C 1.86 1.91 2.27
C 1.29 2.14 0.88
C 1.22 3.46 0.44
C 1.17 3.82 -0.90
C 1.26 2.84 -1.87
C 1.15 1.53 -1.45
C 1.04 1.13 -0.11
H 1.58 -1.31 2.94
H 0.42 -0.38 2.26
H 2.94 -0.49 4.44
H 4.03 1.46 5.51
H 3.70 3.72 4.51
H 2.46 3.97 2.48
H 1.21 4.26 1.17
H 1.11 4.87 -1.17
H 1.34 3.09 -2.92
H 1.06 0.76 -2.22
Br 4.11 -2.54 1.90
C -5.08 0.05 -3.08
C -3.56 -0.11 -3.15
C -2.90 -0.09 -1.77
C -1.38 -0.22 -1.86
Ge -0.61 -0.13 -0.06
C -0.72 -1.91 0.77
C 0.29 -2.98 0.35
C 0.29 -3.33 -1.14
C -1.05 -3.81 -1.67
H -5.52 0.05 -4.07
H -5.35 0.99 -2.59
H -5.53 -0.77 -2.51
H -3.13 0.69 -3.76
H -3.31 -1.05 -3.65
H -3.32 -0.90 -1.16
H -3.16 0.85 -1.27
H -0.98 0.57 -2.49
H -1.11 -1.17 -2.33
H -1.53 0.77 0.79
H -1.74 -2.20 0.47
H -0.75 -1.83 1.85
H 0.10 -3.90 0.92
H 1.30 -2.68 0.65
H 1.04 -4.11 -1.31
H 0.63 -2.46 -1.73
H -1.44 -4.62 -1.05
H -0.96 -4.19 -2.69
H -1.80 -3.02 -1.69

=====

Q: energy relative to the best compared isomer or geometry (same formula, charge and spin) of number 2 (C4H3I)?
A: 145.54 kJ/mol

=====

What did the second record say?
Density functional theory data (ωB97M-V with the def2-TZVPD basis set) for 2 unconnected molecules or ions with the total composition C4H3I.

Computed properties:
- 2S+1 = 1
- E_tot (eV) = -12292.9903
- energy relative to the best compared isomer or geometry (same formula, charge and spin) (kJ/mol) = 145.54
- HOMO (eV) = -9.7
- SMILES string = C#CC#C.I
- largest force on an atom (eV Å⁻¹) = 3.27
- net charge = 0

Cartesian coordinates (Å):
C -1.83 -0.22 -0.77
C -0.70 -0.62 -0.78
C 0.56 -1.16 -0.80
C 1.73 -1.52 -0.85
H -2.84 -0.03 -0.71
H 2.77 -1.69 -0.94
I -0.62 2.64 2.38
H 0.93 2.60 2.46

=====

Q: Among the records above, which one has the highest 2S+1?
A: C19H23CrN5O3S

=====

Q: Which of these has the lowest energy relative to the best compared isomer or geometry (same formula, charge and spin)?
A: C20H29BrGeNSr